(1)
79
Properties=species:S:1:pos:R:3:mulliken_charge:R:1 method="wB97M-V/def2-TZVPD" homo_lumo_gap_ev=6.198 total_charge=-1 de_lowest_kj_mol=0.0 homo_ev=-4.73 e_lumo_ev=1.469
C 4.6197 -2.0533 -4.8894 -1.40
C 4.2388 -2.0853 -3.4898 0.32
C 4.8770 -2.5181 -2.3603 -1.10
C 4.0037 -2.1960 -1.2628 -1.00
C 2.8622 -1.6180 -1.7563 1.43
B 1.4552 -0.9235 -1.1789 1.59
C 1.6996 -1.5920 0.3865 1.33
C 1.8083 -2.9461 0.8210 -0.54
C 2.5115 -2.9109 2.0312 -1.39
C 2.8574 -1.5855 2.2818 0.74
C 3.5169 -0.9691 3.4124 -1.70
O 2.4303 -0.7751 1.2773 -0.25
C 1.6739 0.6256 -1.2676 0.49
C 1.8511 1.4181 -2.3707 -1.08
C 2.0540 2.7527 -1.8875 -1.45
C 1.9693 2.6918 -0.5137 0.57
C 2.1720 3.6460 0.5400 -1.20
O 1.6860 1.3955 -0.1370 0.31
C 0.4677 -1.5084 -2.2520 0.68
C -0.5550 -0.8932 -2.9357 -1.13
C -1.0846 -1.8710 -3.8354 -1.35
C -0.3500 -3.0219 -3.6458 0.36
C -0.4344 -4.3621 -4.1824 -1.35
O 0.5910 -2.8033 -2.6736 -0.70
O 3.0254 -1.5632 -3.1221 -0.47
H 5.5206 -2.6607 -5.0247 0.37
H 3.8371 -2.4532 -5.5413 0.28
H 4.8654 -1.0375 -5.2237 0.25
H 5.8491 -3.0026 -2.3082 0.40
H 4.2575 -2.4124 -0.2304 0.39
H 1.3136 -3.7682 0.3229 0.70
H 2.7495 -3.7531 2.6753 0.44
H 3.1429 -1.4251 4.3365 0.41
H 4.5965 -1.1723 3.3647 0.36
H 3.3478 0.1132 3.4342 0.31
H 1.8427 1.0823 -3.4045 0.66
H 2.2397 3.6386 -2.4802 0.39
H 2.2409 4.6481 0.1031 0.36
H 1.3448 3.6141 1.2594 0.11
H 3.1077 3.4428 1.0794 0.26
H -0.8914 0.1291 -2.7691 0.72
H -1.9057 -1.7213 -4.5246 0.45
H -1.1462 -4.3619 -5.0126 0.37
H 0.5376 -4.7070 -4.5520 0.27
H -0.7937 -5.0708 -3.4256 0.24
F -2.3008 -1.8535 0.1742 -0.18
C -1.0574 -2.3197 0.4341 0.44
F -1.0165 -2.6961 1.7411 -0.18
F -0.8337 -3.4139 -0.3337 -0.16
S 0.0794 -0.9122 0.1822 0.76
N -2.3329 3.1368 2.1187 -0.50
S -2.1335 2.7380 0.5786 1.64
C -3.7965 3.2365 0.1460 -0.13
C -4.6519 2.3259 -0.4778 -0.34
C -5.9711 2.7129 -0.7342 -0.55
C -6.4055 3.9997 -0.3959 -0.38
C -5.5244 4.9064 0.2087 -0.68
C -4.2106 4.5195 0.4922 -0.38
O -1.2221 3.6068 -0.1281 -0.73
O -2.0763 1.3094 0.3363 -0.31
S -1.1596 2.8164 3.1742 0.92
C -1.6413 1.2160 3.8010 0.13
C -2.9713 0.9598 4.1230 -0.50
C -3.3197 -0.3048 4.6039 -0.62
C -2.3400 -1.2932 4.7518 -0.48
C -1.0139 -1.0319 4.3876 -0.31
C -0.6567 0.2285 3.9187 -0.31
O 0.1166 2.5357 2.5594 -0.55
O -1.2714 3.7755 4.2419 -0.77
H -4.2870 1.3305 -0.7257 0.33
H -6.6543 2.0006 -1.1988 0.36
H -7.4334 4.2986 -0.6033 0.34
H -5.8487 5.9158 0.4643 0.35
H -3.5162 5.1950 0.9884 0.39
H -3.7111 1.7426 3.9778 0.42
H -4.3562 -0.5117 4.8692 0.37
H -2.6077 -2.2754 5.1456 0.36
H -0.2450 -1.7988 4.4809 0.34
H 0.3674 0.4483 3.6301 0.43

---

(2)
77
Properties=species:S:1:pos:R:3:mulliken_charge:R:1 method="wB97M-V/def2-TZVPD" homo_lumo_gap_ev=7.196 total_charge=+1 de_lowest_kj_mol=1.2 homo_ev=-10.73 e_lumo_ev=-3.535
Zr -2.0428 1.0769 -0.3442 -0.18
C 3.4112 -4.6967 -2.8143 -1.00
O 2.6182 -4.5558 -1.6436 -0.40
C 3.0827 -3.7466 -0.6599 0.43
C 2.3376 -3.7416 0.5215 -0.30
C 2.7034 -2.9291 1.5739 0.21
C 3.8361 -2.1216 1.4643 -0.26
C 4.6144 -2.1814 0.3218 -0.61
C 4.2296 -2.9667 -0.7581 -0.77
N 4.3245 -1.3083 2.5447 -0.37
N 3.5903 -0.5133 3.1423 -0.57
C 2.2381 -0.2857 2.7061 -0.29
C 1.2065 -0.5402 3.5645 -0.54
C -0.1363 -0.3047 3.1997 -1.15
C -0.4240 0.2098 1.9640 1.68
O -1.6660 0.5131 1.5368 -1.07
C 0.6438 0.5386 1.0878 0.15
N 0.2848 1.1028 -0.1057 0.71
C 1.2327 1.5266 -0.9157 -0.44
C 2.5957 1.3942 -0.6160 -1.49
C 2.9707 0.7857 0.5509 -0.53
C 1.9835 0.3264 1.4498 0.81
H 2.8918 -5.4118 -3.4446 0.25
H 4.4033 -5.0818 -2.5711 0.40
H 3.5069 -3.7462 -3.3448 0.36
H 1.4911 -4.4112 0.6022 0.65
H 2.1360 -2.9486 2.4936 0.58
H 5.5315 -1.6075 0.2747 0.48
H 4.8449 -2.9841 -1.6453 0.51
H 1.4311 -0.9490 4.5416 0.52
H -0.9396 -0.5192 3.8916 0.64
H 0.9175 1.9964 -1.8392 0.48
H 3.3299 1.7762 -1.3103 0.47
H 4.0177 0.6793 0.8017 0.69
Cl -1.4966 1.0764 -3.0884 -0.10
C -2.4409 -0.3427 -3.5282 0.67
C -1.9813 -1.0956 -4.5912 -0.70
C -2.7042 -2.2178 -4.9636 -0.53
C -3.8500 -2.5615 -4.2662 -0.73
C -4.2802 -1.7827 -3.2025 0.47
Cl -5.7084 -2.2658 -2.3603 -0.15
C -3.5888 -0.6327 -2.7941 -0.29
S -4.1806 0.3809 -1.4862 -0.18
H -1.0864 -0.8025 -5.1223 0.47
H -2.3746 -2.8197 -5.7988 0.41
H -4.4257 -3.4340 -4.5410 0.46
C 0.0231 6.7696 4.3811 -1.43
C -0.6710 6.0140 3.2850 0.93
C -0.8653 4.6366 3.3761 -0.96
C -1.5134 3.9378 2.3731 -0.35
C -1.9683 4.6357 1.2621 -0.01
C -1.7983 6.0092 1.1451 -0.71
C -1.1492 6.6869 2.1607 -0.67
S -2.7120 3.7767 -0.0601 1.96
O -3.5313 4.6398 -0.8268 -0.62
O -3.3646 2.5480 0.5211 -0.66
O -1.5886 3.1146 -0.8484 -0.67
H 0.3836 6.1007 5.1601 0.36
H -0.6562 7.4902 4.8385 0.34
H 0.8729 7.3283 3.9876 0.35
H -0.5140 4.1072 4.2528 0.35
H -1.6891 2.8731 2.4663 0.62
H -2.1799 6.5307 0.2780 0.49
H -1.0167 7.7587 2.0834 0.42
C -1.4253 -3.3702 -0.2048 -0.84
C -0.6476 -3.1400 -1.4997 -0.47
C -0.2800 -1.6791 -1.3731 -0.46
O -1.4477 -1.0686 -0.7363 1.54
C -2.2739 -2.1192 -0.1188 -0.41
H -0.7412 -3.4275 0.6442 0.26
H -2.0385 -4.2689 -0.2198 0.46
H -1.2922 -3.2927 -2.3686 0.27
H 0.2359 -3.7691 -1.5968 0.26
H -0.1136 -1.1705 -2.3198 0.33
H 0.5803 -1.5358 -0.7147 -0.02
H -3.1914 -2.1989 -0.6993 0.10
H -2.5055 -1.7943 0.8936 0.39

---

(3)
76
Properties=species:S:1:pos:R:3:mulliken_charge:R:1 method="wB97M-V/def2-TZVPD" homo_lumo_gap_ev=5.751 total_charge=-1 homo_ev=-5.13 e_lumo_ev=0.618
C -3.5480 -0.9438 -0.8424 -1.07
Si -2.3665 0.5001 -1.0881 1.04
C -2.8759 1.4382 -2.6362 -1.22
C -0.6851 -0.2413 -1.5658 -0.94
P -2.1156 1.8258 0.7964 0.00
N -3.3156 0.9823 1.7834 -0.77
I -3.9913 3.5497 -0.0594 -0.35
C -0.7823 0.6561 1.5297 -0.72
C 0.6302 0.9570 1.2206 0.16
O 1.1352 1.8936 0.7099 -0.33
I 2.0033 -0.6938 1.8947 -0.15
O -1.9253 2.9574 2.2533 -0.44
N -0.8736 3.8246 2.1667 0.24
O -1.2191 4.9544 2.1783 -0.40
H -4.5728 -0.6079 -0.6731 0.35
H -3.2402 -1.5833 -0.0107 0.22
H -3.5251 -1.5631 -1.7472 0.30
H -2.5317 0.8431 -3.4931 0.36
H -2.3916 2.4129 -2.7043 0.28
H -3.9582 1.5409 -2.7231 0.32
H -0.1711 -0.7508 -0.7501 0.25
H -0.0358 0.5208 -2.0057 0.17
H -0.8756 -0.9858 -2.3455 0.43
H -1.1898 2.6494 0.0848 -0.07
H -4.2204 1.1038 1.3399 0.31
H -3.4053 1.4539 2.6790 0.30
H -0.8747 0.6834 2.6212 0.55
H -1.0042 -0.3793 1.2592 0.29
C 7.6201 4.4693 -5.3311 -0.45
C 7.4408 3.1065 -5.1167 -0.48
C 6.3955 2.6592 -4.3280 -0.53
C 5.5279 3.5723 -3.7420 0.20
C 5.7171 4.9388 -3.9436 0.17
C 6.7612 5.3828 -4.7460 -0.57
C 4.8203 5.9442 -3.2967 0.68
O 4.9901 7.1316 -3.4867 -0.69
C 3.7326 5.4388 -2.4197 0.14
C 2.9136 6.3527 -1.7694 -0.66
C 1.8856 5.9040 -0.9568 -0.72
C 1.6655 4.5419 -0.7912 -0.19
C 2.4811 3.6230 -1.4327 -0.48
C 3.5179 4.0658 -2.2446 0.05
C 4.3955 3.0633 -2.9067 0.49
O 4.2143 1.8716 -2.7827 -0.67
H 8.4340 4.8171 -5.9539 0.39
H 8.1184 2.3935 -5.5681 0.39
H 6.2398 1.6032 -4.1564 0.48
H 6.8898 6.4450 -4.9003 0.47
H 3.0905 7.4103 -1.9069 0.46
H 1.2480 6.6143 -0.4473 0.46
H 0.8602 4.1942 -0.1582 0.44
H 2.3169 2.5637 -1.3055 0.64
C -5.4594 -6.8750 1.1971 -0.52
C -5.5104 -7.6834 2.3280 -0.45
C -4.5683 -7.5358 3.3308 -0.58
C -3.5643 -6.5836 3.2044 0.23
C -3.5039 -5.7848 2.0621 0.14
C -4.4588 -5.9285 1.0637 -0.56
C -2.4154 -4.7779 1.8808 0.52
O -2.3702 -4.0854 0.8888 -0.65
C -1.3902 -4.6658 2.9562 0.07
C -0.3433 -3.7685 2.7948 -0.10
C 0.6124 -3.6348 3.7863 -0.33
C 0.5237 -4.3942 4.9478 -0.66
C -0.5149 -5.2949 5.1137 -0.60
C -1.4731 -5.4394 4.1176 0.37
C -2.5687 -6.4291 4.3065 0.57
O -2.6549 -7.0935 5.3187 -0.69
H -6.2019 -6.9864 0.4180 0.40
H -6.2892 -8.4282 2.4262 0.39
H -4.5997 -8.1527 4.2179 0.47
H -4.4048 -5.2941 0.1898 0.52
H -0.2836 -3.1731 1.8936 0.49
H 1.4151 -2.9232 3.6397 0.02
H 1.2679 -4.2812 5.7253 0.40
H -0.5944 -5.8922 6.0113 0.47

---

(4)
80
Properties=species:S:1:pos:R:3:mulliken_charge:R:1 method="wB97M-V/def2-TZVPD" homo_lumo_gap_ev="5.658 / 5.655" total_charge=-2 de_lowest_kj_mol=42.8 homo_ev="-1.73 / -1.73" e_lumo_ev="3.931 / 3.929"
Ir 0.2580 -1.3872 -0.7027 2.28
S 1.8466 -0.6451 0.9021 -0.97
C 0.8624 -1.1350 2.2404 0.36
N 1.2071 -1.1698 3.4870 -0.48
N 2.4928 -0.8218 3.7277 0.32
C 3.0094 -0.9088 4.9970 0.46
C 2.2279 -1.3144 6.0861 -0.44
C 2.7892 -1.3720 7.3505 -0.47
C 4.1204 -1.0390 7.5701 -0.55
C 4.8938 -0.6421 6.4855 -0.44
C 4.3526 -0.5743 5.2150 -0.44
N -0.4942 -1.4707 2.0786 -0.72
N -0.9492 -1.5070 0.9120 1.71
C -2.3829 -1.7215 0.9025 0.03
C -3.1082 -1.3534 -0.2164 1.42
C -4.4831 -1.5488 -0.2355 -0.93
C -5.1273 -2.1075 0.8546 -0.54
C -4.3916 -2.4635 1.9797 -0.61
C -3.0231 -2.2667 2.0142 -0.65
H 3.1017 -0.6314 2.9404 0.22
H 1.1957 -1.5797 5.9139 0.39
H 2.1693 -1.6891 8.1813 0.33
H 4.5467 -1.0899 8.5637 0.35
H 5.9357 -0.3805 6.6292 0.33
H 4.9639 -0.2644 4.3752 0.35
H -2.5986 -0.9058 -1.0508 -0.52
H -5.0398 -1.2587 -1.1180 0.40
H -6.1987 -2.2686 0.8331 0.39
H -4.8870 -2.9014 2.8378 0.36
H -2.4427 -2.5443 2.8806 0.49
O -2.5353 -7.5151 -0.1131 -0.64
C -1.9483 -6.4777 -0.3255 0.58
S -0.4871 -5.9778 0.5358 -0.20
C -0.2418 -4.4618 -0.3100 0.37
C -1.1511 -4.1386 -1.2441 -0.06
S -0.9868 -2.7306 -2.2717 -0.72
S -2.4694 -5.2636 -1.4978 -0.16
S 1.1373 -3.4565 0.0617 -0.43
O 3.5987 -1.0812 -3.3315 -0.79
C 2.6686 -0.5779 -2.7041 0.02
O 1.7443 -1.2784 -2.1566 -0.49
C 2.6208 0.9508 -2.7086 0.21
C 3.1273 1.5830 -3.8410 -0.69
C 3.1214 2.9720 -3.9870 -1.12
C 2.6135 3.6962 -2.9376 1.16
O 2.4923 5.0652 -2.8163 -0.55
C 1.8083 5.2726 -1.5775 -0.42
O 1.7278 4.0370 -0.8960 -0.54
C 2.1412 3.0799 -1.7988 0.60
C 2.1123 1.7162 -1.6536 0.46
H 3.5325 0.9545 -4.6225 0.45
H 3.4927 3.4552 -4.8811 0.38
H 0.7986 5.6471 -1.7792 0.31
H 2.3792 5.9829 -0.9741 0.29
H 1.7094 1.2635 -0.7650 -0.18
C -0.1249 -0.3363 -4.4128 -1.21
Si -1.1692 0.5532 -3.1339 0.52
C -2.9742 0.0592 -3.4606 -1.18
C -1.0039 2.3383 -3.7810 -0.95
N -0.7422 0.3952 -1.4357 -1.03
C -1.1866 1.3917 -0.5933 0.74
C -2.2705 2.2500 -0.9242 -0.52
C -2.7058 3.2653 -0.0923 -0.96
C -2.1146 3.4888 1.1462 -0.83
C -1.0805 2.6390 1.5154 -1.14
C -0.6377 1.6251 0.6846 0.18
H -0.6751 -0.2208 -5.3553 0.49
H 0.0774 -1.3910 -4.2588 0.28
H 0.8287 0.1751 -4.5305 0.25
H -3.3357 0.5647 -4.3627 0.49
H -3.6253 0.3455 -2.6318 0.27
H -3.0636 -1.0189 -3.6051 0.25
H -0.8332 2.2563 -4.8592 0.36
H -0.1362 2.8419 -3.3489 0.02
H -1.8753 2.9766 -3.6289 0.37
H -2.8119 2.0996 -1.8456 0.17
H -3.5413 3.8784 -0.4169 0.38
H -2.4557 4.2823 1.7997 0.33
H -0.5902 2.7623 2.4756 0.44
H 0.1942 1.0240 1.0167 0.04

---

So what do the calculations give for strongest force on any atom? Going down the list: 0.10801 0.00322 0.03419 0.01123 hartree/bohr.